Record 1
{
  "formula": "C4H3Cl3N2",
  "method": "ωB97M-V with the def2-TZVPD basis set",
  "elements": ["C", "C", "Cl", "N", "C", "Cl", "N", "C", "Cl", "H", "H", "H"],
  "xyz": [[0.0769, -1.0112, -0.9061], [-0.7668, -1.5229, 0.2463], [0.0602, -2.5124, 1.4188], [-1.9633, -1.2570, 0.6511], [-2.8805, -0.4580, -0.1117], [-3.7011, -1.3919, -1.4067], [-2.6357, 0.9215, -0.5020], [-3.4902, 0.7634, 0.4338], [-4.6323, 1.4946, 1.3103], [1.1634, -1.1787, -0.6695], [-0.0566, 0.0882, -1.0186], [-0.1468, -1.6547, -1.8268]],
  "forces_ev_per_angstrom": [[0.60, -0.82, -0.30], [-1.70, 1.09, 1.24], [0.46, -0.26, -0.24], [1.15, -0.24, -1.37], [-0.21, 0.28, 0.42], [0.11, 0.01, 0.50], [-0.13, 1.19, 0.87], [2.09, -2.70, -2.63], [-1.04, 1.00, 0.96], [-1.13, 0.08, -0.16], [-0.31, -0.92, -0.35], [0.12, 1.30, 1.06]],
  "lowdin_charge": [-0.089, -0.757, 0.663, 0.007, -0.867, 0.615, 0.153, -0.813, 0.821, 0.072, 0.084, 0.111],
  "lumo_ha": 0.0150,
  "de_lowest_kj_mol": 39.2,
  "smiles": "C/C(Cl)=N\\[C@]1(Cl)N=C1Cl",
  "total_energy_ha": -1644.22347,
  "gap_ev": 10.2
}



Record 2
{
  "formula": "C4H3Cl3Si",
  "method": "ωB97M-V with the def2-TZVPD basis set",
  "elements": ["C", "C", "C", "C", "Si", "Cl", "Cl", "Cl", "H", "H", "H"],
  "xyz": [[-0.8022, -0.5777, 1.1109], [0.4646, -0.2385, 1.5308], [-1.2227, -0.3588, -0.2199], [1.1416, 1.0319, 0.0272], [0.1539, 0.2829, -1.3885], [2.6590, 1.4586, 0.2723], [-0.4702, 1.8037, -2.4990], [0.7325, -1.3064, -2.5500], [-1.4748, -1.1897, 1.8700], [1.0249, -0.3595, 2.4894], [-2.2067, -0.5467, -0.6434]],
  "forces_ev_per_angstrom": [[-1.37, -1.72, 0.97], [0.96, 2.71, -2.69], [1.06, 0.39, -0.34], [-2.90, -4.43, 2.11], [-0.91, -0.54, 2.85], [2.65, 1.10, 0.18], [-0.35, 0.83, -1.06], [0.32, 0.34, 0.10], [1.19, 1.37, -1.61], [-0.68, 0.21, -1.08], [0.02, -0.26, 0.59]],
  "lowdin_charge": [-0.296, 0.003, -0.197, -0.764, -0.372, 0.671, 0.376, 0.317, 0.134, 0.076, 0.052],
  "lumo_ha": [-0.0295, -0.0385],
  "de_lowest_kj_mol": 0.0,
  "total_energy_ha": -1824.20067,
  "gap_ev": [7.9, 7.3]
}



Record 3
{
  "formula": "C4H3ClIN",
  "method": "ωB97M-V with the def2-TZVPD basis set",
  "elements": ["Cl", "C", "C", "N", "C", "C", "I", "H", "H", "H"],
  "xyz": [[0.0839, -2.5372, -1.2706], [0.0963, -1.0174, -0.4937], [0.9307, 0.0554, -0.7674], [0.6245, 1.0576, 0.0483], [-0.4856, 0.7774, 0.7425], [-0.8958, -0.4827, 0.3963], [-2.5081, -1.4192, 1.2283], [1.7518, 0.2533, -1.4261], [1.3297, 1.7249, 0.1665], [-0.9274, 1.5879, 1.3759]],
  "forces_ev_per_angstrom": [[-0.04, -0.09, -0.01], [-0.49, 1.46, -0.55], [0.76, -1.94, -0.46], [-0.30, 0.07, -0.59], [-1.24, 1.52, 1.58], [0.66, -0.28, 0.28], [-0.26, -0.24, 0.00], [0.28, -0.76, -0.29], [0.29, 1.59, 0.56], [0.34, -1.35, -0.51]],
  "lowdin_charge": [0.650, -0.745, -0.152, -0.002, -0.205, -0.817, 0.875, 0.121, 0.141, 0.135],
  "lumo_ha": 0.0201,
  "de_lowest_kj_mol": 0.0,
  "smiles": "Clc1c[nH]cc1I",
  "total_energy_ha": -966.84129,
  "gap_ev": 9.1
}



Record 4
{
  "formula": "C4H3ClO5",
  "method": "ωB97M-V with the def2-TZVPD basis set",
  "elements": ["C", "C", "C", "C", "O", "O", "O", "O", "O", "Cl", "H", "H", "H"],
  "xyz": [[-2.2249, -0.4780, -0.3120], [2.2526, 0.7242, -0.2858], [-1.0086, -0.2106, 0.7123], [1.3692, -0.5588, -0.4549], [-2.3421, -1.6236, -0.8133], [2.8536, 0.9008, 0.7672], [-2.9558, 0.5539, -0.4959], [2.0925, 1.3876, -1.3474], [-1.0232, 1.0903, 1.3004], [1.8289, -1.8991, 0.4465], [-0.6834, -0.8728, 1.4080], [1.3311, -0.6440, -1.5133], [-1.4899, 1.6300, 0.5881]],
  "forces_ev_per_angstrom": [[0.45, 0.44, 0.35], [-2.47, -1.04, -0.82], [-1.51, 3.78, -2.37], [0.08, 2.38, 0.41], [0.17, 0.90, 0.66], [1.01, 0.63, 0.54], [0.93, -0.90, 0.20], [1.02, 0.80, 0.39], [-0.55, -1.07, -2.21], [0.39, -1.71, 0.78], [0.96, -2.25, 1.69], [-0.82, -0.99, -0.73], [0.36, -0.96, 1.10]],
  "lowdin_charge": [-0.689, -0.841, -0.050, -0.551, -0.106, -0.097, -0.132, -0.132, -0.095, 0.545, 0.025, 0.027, 0.095],
  "lumo_ha": [0.2151, 0.2161],
  "de_lowest_kj_mol": 106.2,
  "charge": -2,
  "total_energy_ha": -990.54182,
  "gap_ev": [6.0, 6.4]
}